# CH4N2O2S

One molecule with the formula CH4N2O2S in a non-equilibrium geometry (ωB97M-V with the def2-TZVPD basis set, the Open Molecules 2025 dataset).

Output
- ΔE to the lowest compared entry with this formula, charge and spin: 341.8 kJ/mol
- Max |F|: 3.5 eV/A
- Highest occupied orbital energy: -8.451 eV

```
! wB97M-V def2-TZVPD RIJCOSX def2/J DEFGRID3
* xyz 0 1
C -1.451 -0.126 0.207
N 1.433 1.928 0.214
N 1.449 0.998 -0.477
O 0.811 -1.045 1.389
O 0.584 -1.544 -1.017
S 0.352 -0.675 0.076
H -1.935 -1.031 0.299
H -1.621 0.537 -0.704
H -1.747 0.278 1.143
H 2.126 0.680 -1.130
*
```

# CH4N2O2S

CH4N2O2S as an isolated structure in a non-equilibrium geometry (ωB97M-V with the def2-TZVPD basis set, the Open Molecules 2025 dataset).

Output
- ΔE to the lowest compared entry with this formula, charge and spin: 396.7 kJ/mol
- Max |F|: 2.9 eV/A
- Highest occupied orbital energy: -8.941 eV

```
! wB97M-V def2-TZVPD RIJCOSX def2/J DEFGRID3
* xyz 0 1
C 1.456 -0.347 -0.142
N -2.468 -0.670 -0.091
N -1.358 -0.729 -0.003
O -3.582 -0.492 -0.310
O 1.017 1.791 1.357
S 0.196 0.731 0.752
H 2.420 -0.162 0.280
H 1.215 -1.381 -0.184
H 1.582 -0.165 -1.228
H -0.477 1.423 -0.430
*
```

# CH4N2O2S

One molecule with the formula CH4N2O2S in a non-equilibrium geometry (ωB97M-V with the def2-TZVPD basis set, the Open Molecules 2025 dataset).

Output
- ΔE to the lowest compared entry with this formula, charge and spin: 433.4 kJ/mol
- SMILES string: ONC(=S)NO
- Max |F|: 6.7 eV/A
- Highest occupied orbital energy: -9.473 eV

```
! wB97M-V def2-TZVPD RIJCOSX def2/J DEFGRID3
* xyz 0 1
O 1.257 0.455 -1.733
N 1.114 0.097 -0.151
C -0.172 0.604 0.112
S -0.943 1.940 -0.598
N -0.850 -0.160 1.063
O -0.491 -1.552 0.942
H 0.926 1.449 -1.661
H 0.896 -1.038 -0.514
H -1.813 -0.097 0.869
H 0.077 -1.698 1.671
*
```

# CH4N2O2S

One molecule with the formula CH4N2O2S in a non-equilibrium geometry (ωB97M-V with the def2-TZVPD basis set, the Open Molecules 2025 dataset).

Output
- ΔE to the lowest compared entry with this formula, charge and spin: 372.2 kJ/mol
- Max |F|: 2.3 eV/A
- Highest occupied orbital energy (alpha / beta): -8.038 / -8.039 eV

```
! wB97M-V def2-TZVPD RIJCOSX def2/J DEFGRID3
* xyz 0 1
C 1.445 0.715 -0.212
N 0.585 -0.543 -0.360
N -0.691 -0.615 -0.260
O -3.037 0.012 0.331
O 2.612 0.562 0.246
S -1.653 0.654 -0.239
H -3.005 -0.161 1.280
H 0.711 1.315 0.421
H 1.364 1.161 -1.241
H 1.061 -1.440 -0.277
*
```

# CH4N2O2S

A 2-piece molecular cluster, CH4N2O2S overall in a non-equilibrium geometry (ωB97M-V with the def2-TZVPD basis set, the Open Molecules 2025 dataset).

Output
- ΔE to the lowest compared entry with this formula, charge and spin: 292.6 kJ/mol
- Max |F|: 1.5 eV/A
- Highest occupied orbital energy: -9.565 eV

```
! wB97M-V def2-TZVPD RIJCOSX def2/J DEFGRID3
* xyz 0 1
C 0.039 -1.273 -1.420
N 1.007 -1.872 -1.124
N 0.689 1.028 0.114
O -1.431 1.955 0.950
O -1.195 -0.347 0.990
S -0.249 0.910 1.327
H -1.420 1.709 0.014
H 1.914 -2.326 -1.289
H -1.036 -0.971 0.241
H 1.683 1.187 0.195
*
```

# CH4N2O3

One molecule with the formula CH4N2O3 in a non-equilibrium geometry (ωB97M-V with the def2-TZVPD basis set, the Open Molecules 2025 dataset).

Output
- ΔE to the lowest compared entry with this formula, charge and spin: 389.5 kJ/mol
- SMILES string: CNO[N+](=O)[O-]
- Max |F|: 3.8 eV/A
- Highest occupied orbital energy: -11.017 eV

```
! wB97M-V def2-TZVPD RIJCOSX def2/J DEFGRID3
* xyz 0 1
C 0.140 0.162 0.222
N -0.863 -0.642 -0.397
O -2.003 0.407 -1.040
N -3.150 0.499 -0.317
O -3.219 -0.040 0.732
O -3.957 1.167 -0.875
H -0.284 0.660 1.094
H 0.899 -0.544 0.564
H 0.607 0.895 -0.444
H -0.548 -1.036 -1.280
*
```

# CH4N2O3

One molecule with the formula CH4N2O3 in a non-equilibrium geometry (ωB97M-V with the def2-TZVPD basis set, the Open Molecules 2025 dataset).

Output
- ΔE to the lowest compared entry with this formula, charge and spin: 265.3 kJ/mol
- SMILES string: O=C(NO)NO
- Max |F|: 6.2 eV/A
- Highest occupied orbital energy: -9.015 eV

```
! wB97M-V def2-TZVPD RIJCOSX def2/J DEFGRID3
* xyz 0 1
O -1.816 -1.034 0.037
C -0.786 -0.485 -0.133
N 0.542 -1.005 0.140
O 1.743 -0.681 -0.396
N -0.656 0.809 -0.704
O 0.233 1.291 0.318
H 0.477 -1.926 0.320
H 1.657 0.333 -0.072
H -1.554 1.337 -0.745
H 0.161 1.361 1.235
*
```

# CH4N2O3

One molecule with the formula CH4N2O3 in a non-equilibrium geometry (ωB97M-V with the def2-TZVPD basis set, the Open Molecules 2025 dataset).

Output
- ΔE to the lowest compared entry with this formula, charge and spin: 309.5 kJ/mol
- SMILES string: O=C(NO)NO
- Max |F|: 6.6 eV/A
- Highest occupied orbital energy: -9.312 eV

```
! wB97M-V def2-TZVPD RIJCOSX def2/J DEFGRID3
* xyz 0 1
O 2.032 -0.415 -0.432
C 0.895 -0.139 -0.333
N 0.500 0.398 0.975
O -0.580 1.322 0.960
N -0.228 0.042 -1.129
O -1.255 -0.426 -0.331
H 1.413 0.650 1.307
H -1.511 0.669 1.230
H -0.033 -0.594 -1.963
H -1.232 -1.507 -0.285
*
```

# CH4N2O3P

A 2-piece molecular cluster, CH4N2O3P overall in a non-equilibrium geometry (ωB97M-V with the def2-TZVPD basis set, the Open Molecules 2025 dataset).

Output
- ΔE to the lowest compared entry with this formula, charge and spin: 372.7 kJ/mol
- Max |F|: 3.4 eV/A
- Highest occupied orbital energy: -4.749 eV

```
! wB97M-V def2-TZVPD RIJCOSX def2/J DEFGRID3
* xyz -1 1
C 1.859 -0.071 -0.233
N 2.263 -0.899 -1.073
N -0.337 0.806 1.236
O -0.321 -1.677 1.036
O 2.203 0.862 0.445
O -1.937 -0.453 -1.126
P -0.003 -0.484 0.227
H 3.232 -1.002 -1.075
H -1.917 -1.305 -1.608
H -0.808 0.453 2.057
H -0.619 1.808 1.081
*
```

# CH4N2O4

A 2-piece molecular cluster, CH4N2O4 overall in a non-equilibrium geometry (ωB97M-V with the def2-TZVPD basis set, the Open Molecules 2025 dataset).

Output
- ΔE to the lowest compared entry with this formula, charge and spin: 663.9 kJ/mol
- Max |F|: 4.8 eV/A
- Highest occupied orbital energy (alpha / beta): -10.485 / -11.228 eV

```
! wB97M-V def2-TZVPD RIJCOSX def2/J DEFGRID3
* xyz 0 1
C 1.563 0.770 -0.084
N -1.940 0.121 0.108
N -0.561 0.001 0.439
O -2.642 -0.770 0.464
O -2.226 1.193 -0.413
O 0.269 -1.859 -0.451
O 0.204 0.839 -0.286
H 1.933 1.643 0.565
H 2.086 0.662 -0.989
H 1.599 -0.115 0.456
H -0.285 -2.486 0.191
*
```

# CH4N2O4S2

CH4N2O4S2 as an isolated structure in a non-equilibrium geometry (ωB97M-V with the def2-TZVPD basis set, the Open Molecules 2025 dataset).

Output
- ΔE to the lowest compared entry with this formula, charge and spin: 113.1 kJ/mol
- Max |F|: 3.5 eV/A
- Highest occupied orbital energy (alpha / beta): 1.305 / 1.307 eV

```
! wB97M-V def2-TZVPD RIJCOSX def2/J DEFGRID3
* xyz -2 1
C -0.283 1.453 0.344
N 0.811 -0.267 -0.853
N -0.409 0.399 -0.636
O 2.791 -1.904 -0.605
O -2.763 -1.609 -0.957
O 2.812 0.186 0.669
O -2.517 -0.315 1.145
S 2.024 -0.999 0.325
S -1.856 -1.185 0.099
H -0.440 2.476 -0.040
H -1.182 1.485 1.078
H 0.653 1.300 0.811
H 0.360 -1.021 -1.381
*
```

# CH4N2ORb

CH4N2ORb as an isolated structure in a non-equilibrium geometry (ωB97M-V with the def2-TZVPD basis set, the Open Molecules 2025 dataset).

Output
- ΔE to the lowest compared entry with this formula, charge and spin: 250.2 kJ/mol
- Max |F|: 8.2 eV/A
- Highest occupied orbital energy: -14.576 eV

```
! wB97M-V def2-TZVPD RIJCOSX def2/J DEFGRID3
* xyz 1 1
Rb -0.802 2.829 -0.719
C 0.026 -0.009 -0.181
O -0.137 0.920 -0.914
N 1.183 -0.362 0.217
N -0.962 -0.691 0.205
H 1.373 -1.047 0.934
H 1.901 0.260 -0.126
H -1.876 -0.277 0.086
H -0.706 -1.623 0.497
*
```

# CH4N2OS

One molecule with the formula CH4N2OS in a non-equilibrium geometry (ωB97M-V with the def2-TZVPD basis set, the Open Molecules 2025 dataset).

Output
- ΔE to the lowest compared entry with this formula, charge and spin: 405.9 kJ/mol
- SMILES string: [H]/N=C/SON
- Max |F|: 3.1 eV/A
- Highest occupied orbital energy: -9.265 eV

```
! wB97M-V def2-TZVPD RIJCOSX def2/J DEFGRID3
* xyz 0 1
H -0.102 -3.118 1.367
N -0.540 -2.282 1.017
C 0.069 -1.385 0.402
S -0.954 -0.145 -0.409
O 0.599 0.880 -0.509
N 0.289 2.245 -0.648
H 1.134 -1.271 0.086
H -0.397 2.261 -1.400
H -0.098 2.814 0.094
*
```

# CH4N2OS2

One molecule with the formula CH4N2OS2 in a non-equilibrium geometry (ωB97M-V with the def2-TZVPD basis set, the Open Molecules 2025 dataset).

Output
- ΔE to the lowest compared entry with this formula, charge and spin: 41.3 kJ/mol
- SMILES string: O=C(NS)NS
- Max |F|: 2.6 eV/A
- Highest occupied orbital energy: -9.348 eV

```
! wB97M-V def2-TZVPD RIJCOSX def2/J DEFGRID3
* xyz 0 1
O 0.118 1.541 -0.110
C 0.033 0.337 -0.132
N 1.135 -0.507 -0.110
S 2.642 0.216 0.272
N -1.103 -0.433 -0.044
S -2.665 0.274 0.099
H 1.171 -1.327 -0.661
H 2.524 1.051 -0.743
H -1.081 -1.416 0.025
H -2.773 0.266 1.404
*
```

# CH4N2P2

A 2-piece molecular cluster, CH4N2P2 overall in a non-equilibrium geometry (ωB97M-V with the def2-TZVPD basis set, the Open Molecules 2025 dataset).

Output
- ΔE to the lowest compared entry with this formula, charge and spin: 507.0 kJ/mol
- Max |F|: 4.6 eV/A
- Highest occupied orbital energy (alpha / beta): -7.802 / -9.358 eV

```
! wB97M-V def2-TZVPD RIJCOSX def2/J DEFGRID3
* xyz 0 1
C 0.087 -0.993 -0.132
N 0.992 0.082 -0.304
N -0.794 -1.099 1.005
P 1.821 -1.380 -0.002
P -1.691 -1.309 -0.369
H 1.082 0.507 -1.314
H -0.993 -0.343 1.682
H 1.736 -1.083 1.330
H -2.794 0.872 -1.699
*
```

# CH4N2S2

One molecule with the formula CH4N2S2 in a non-equilibrium geometry (ωB97M-V with the def2-TZVPD basis set, the Open Molecules 2025 dataset).

Output
- ΔE to the lowest compared entry with this formula, charge and spin: 282.2 kJ/mol
- SMILES string: SSN1CN1
- Max |F|: 4.8 eV/A
- Highest occupied orbital energy: -9.101 eV

```
! wB97M-V def2-TZVPD RIJCOSX def2/J DEFGRID3
* xyz 0 1
S -0.260 1.034 2.633
S 0.954 0.822 0.987
N -0.159 -0.083 0.023
C -0.216 0.156 -1.363
N 0.484 -1.030 -0.934
H -0.008 -0.154 2.917
H 0.538 1.027 -1.600
H -1.160 0.047 -1.739
H -0.173 -1.819 -0.924
*
```

# CH4N2S2

A 2-piece molecular cluster, CH4N2S2 overall in a non-equilibrium geometry (ωB97M-V with the def2-TZVPD basis set, the Open Molecules 2025 dataset).

Output
- ΔE to the lowest compared entry with this formula, charge and spin: 409.4 kJ/mol
- Max |F|: 2.6 eV/A
- Highest occupied orbital energy (alpha / beta): -8.926 / -8.304 eV

```
! wB97M-V def2-TZVPD RIJCOSX def2/J DEFGRID3
* xyz 0 1
C -1.624 0.477 0.124
N -0.617 -0.100 -0.437
N 1.364 -0.051 0.607
S -3.219 -0.062 0.165
S 2.602 -0.189 -0.429
H -1.259 1.424 0.641
H -0.672 -1.080 -0.804
H 1.175 0.939 0.896
H 2.249 -1.357 -0.762
*
```

# CH4N2S3

One molecule with the formula CH4N2S3 in a non-equilibrium geometry (ωB97M-V with the def2-TZVPD basis set, the Open Molecules 2025 dataset).

Output
- ΔE to the lowest compared entry with this formula, charge and spin: 138.6 kJ/mol
- SMILES string: S=C(NS)NS
- Max |F|: 6.1 eV/A
- Highest occupied orbital energy: -8.507 eV

```
! wB97M-V def2-TZVPD RIJCOSX def2/J DEFGRID3
* xyz 0 1
S 2.522 -0.138 -0.990
C 0.956 0.125 -0.425
N 0.573 -0.558 0.727
S -0.787 -1.603 1.040
N -0.026 0.746 -1.028
S -1.366 1.710 -0.490
H 1.437 -0.699 1.327
H -1.509 -1.088 2.046
H 0.414 1.101 -1.993
H -2.215 0.405 -0.214
*
```

# CH4N3O2

A 3-piece molecular cluster, CH4N3O2 overall in a non-equilibrium geometry (ωB97M-V with the def2-TZVPD basis set, the Open Molecules 2025 dataset).

Output
- ΔE to the lowest compared entry with this formula, charge and spin: 315.9 kJ/mol
- Max |F|: 4.4 eV/A
- Highest occupied orbital energy: -3.702 eV

```
! wB97M-V def2-TZVPD RIJCOSX def2/J DEFGRID3
* xyz -1 1
C 0.767 -1.122 1.228
N 1.223 0.676 -1.392
N -0.455 -1.119 1.252
N 0.278 1.284 -1.188
O -1.218 0.054 -1.049
O -0.204 2.368 -0.996
H 1.335 -1.553 2.117
H 1.405 -0.589 0.422
H -1.042 -0.471 0.430
H -2.089 0.471 -0.823
*
```

# CH4N3O3

A 2-piece molecular cluster, CH4N3O3 overall in a non-equilibrium geometry (ωB97M-V with the def2-TZVPD basis set, the Open Molecules 2025 dataset).

Output
- ΔE to the lowest compared entry with this formula, charge and spin: 813.2 kJ/mol
- Max |F|: 4.2 eV/A
- Highest occupied orbital energy (alpha / beta): -13.199 / -13.199 eV

```
! wB97M-V def2-TZVPD RIJCOSX def2/J DEFGRID3
* xyz 1 1
C 0.645 0.154 0.189
N 1.217 0.312 1.329
N 0.842 0.796 -0.962
N -2.256 -0.565 0.197
O 0.781 1.933 -1.215
O 0.557 -0.172 -1.965
O -2.045 -1.747 0.299
H 0.832 -0.003 2.195
H 2.167 0.704 1.651
H -3.284 -0.300 0.026
H 0.543 -1.111 -1.744
*
```